(1)
The following is a DFT calculation (the ωB97M-V functional and the def2-TZVPD basis) of 2 unconnected molecules or ions with the total composition C2H10N4.

Atoms and positions in Å:
C (-0.178924, -0.580326, 0.749472)
C (-1.520136, 0.305961, -0.929331)
N (0.010106, 0.128614, -0.303682)
N (2.686989, 0.206073, -0.395543)
N (0.701014, -1.562074, 1.092113)
N (-2.464845, 1.040910, -0.170547)
H (1.481277, 0.227951, -0.567031)
H (-0.953105, -0.377666, 1.502326)
H (3.088349, 0.096899, -1.321342)
H (2.960867, 1.141255, -0.097014)
H (1.624791, -1.428852, 0.683216)
H (0.710444, -1.849984, 2.059197)
H (-2.082437, 1.914898, 0.172705)
H (-2.868865, 0.520569, 0.596398)
H (-1.937744, -0.650795, -1.239395)
H (-1.257780, 0.866569, -1.831540)

Atoms 1-3, force components in eV/Å:
C 1.5018 -0.1075 0.3825
C 2.3076 1.4619 -0.2713
N -4.2918 -0.9642 -0.5656

The structure (SMILES) is N/C=N/CN.N. Its energy above the lowest of the compared OMol25 structures with the same formula, charge and spin is 42.1 kcal/mol. The value obtained for the molar mass is 90.13 g/mol. The calculated total energy is -301.1610 Eh. As for the spin multiplicity: 1.

(2)
The following is a DFT calculation (the ωB97M-V functional and the def2-TZVPD basis) of a molecular structure, C2H10N4.

Atoms and positions in Å:
C (0.086001, -0.706680, 0.182727)
C (0.463991, 0.547019, -0.335761)
N (-0.967203, 1.336905, 0.746681)
N (-2.216005, 1.438182, 0.090986)
N (0.541523, -1.202160, 1.348683)
N (1.574614, -1.051222, -1.277170)
H (-1.129430, 0.853897, 1.629455)
H (-0.752144, -1.226049, -0.262293)
H (-2.558540, 0.560257, -0.304441)
H (-2.146217, 2.117473, -0.657548)
H (0.348371, -2.168090, 1.557632)
H (1.420077, -0.856664, 1.703270)
H (1.477074, -0.773367, -2.252866)
H (2.530429, -0.839799, -0.991451)
H (0.029344, 0.883052, -1.262763)
H (1.298114, 1.087245, 0.084858)

Atoms 1-3, force components in eV/Å:
C 1.7236 -0.7470 -0.9609
C -2.3501 1.2512 1.9790
N 0.8832 0.1278 -0.7721

Its energy above the lowest of the compared OMol25 structures with the same formula, charge and spin is 128.2 kcal/mol. The value obtained for the molar mass is 90.13 g/mol. The calculated total energy is -301.0238 Eh. As for the spin multiplicity: 1.

(3)
The following is a DFT calculation (the ωB97M-V functional and the def2-TZVPD basis) of 2 unconnected molecules or ions with the total composition C2H10N4.

Atoms and positions in Å:
C (-1.538272, -1.584493, 0.631680)
C (-0.651876, 1.025838, -0.267988)
N (-1.148382, 1.351019, -1.405329)
H (-0.577803, 0.906324, -2.132370)
H (-1.057895, 1.416539, 0.672051)
H (-1.042553, -1.850022, 1.572152)
H (-1.995278, -2.492255, 0.230910)
H (-2.376663, -0.914999, 0.833157)
N (0.589241, 0.273979, -0.045571)
N (1.401634, 0.191642, -1.179853)
N (1.259507, 0.663684, 1.117023)
H (-0.521175, -1.213904, 0.026292)
H (1.776351, 1.109672, -1.412554)
H (2.199038, -0.409290, -0.992614)
H (1.726627, 1.558223, 0.985983)
H (1.957501, -0.031957, 1.367030)

Atoms 1-3, force components in eV/Å:
C 2.5167 -0.4828 -0.7688
C 1.1859 0.7971 -0.9421
N 0.8011 -0.9727 1.5423

The structure (SMILES) is [H]/N=C\N(N)N.C. Its energy above the lowest of the compared OMol25 structures with the same formula, charge and spin is 75.9 kcal/mol. The value obtained for the molar mass is 90.13 g/mol. The calculated total energy is -301.1072 Eh. As for the spin multiplicity: 1.

(4)
The following is a DFT calculation (the ωB97M-V functional and the def2-TZVPD basis) of 3 unconnected molecules or ions with the total composition C2H10N4S.

Atoms and positions in Å:
C (12.850203, -1.422554, -0.659753)
C (-11.182243, 2.044729, -0.487795)
N (12.615946, -0.497977, 0.199459)
N (-10.241673, 0.118710, 0.312109)
N (11.442096, -0.044703, 0.676015)
N (-11.215663, 0.669296, 0.007506)
S (-10.482916, -2.522032, 0.493297)
H (12.019058, -2.027047, -0.862990)
H (13.809999, -1.446584, -0.955836)
H (-11.401511, 2.021104, -1.494382)
H (-11.830508, 2.808704, -0.028749)
H (-10.162818, 2.338426, -0.366283)
H (13.553827, 0.088871, 0.360991)
H (11.483454, 0.973936, 0.837126)
H (10.722403, -0.620570, 0.334540)
H (-12.260064, 0.246116, -0.041672)
H (-9.719590, -2.728423, 1.676412)

Atoms 1-3, force components in eV/Å:
C -2.9477 1.2330 2.6372
C 0.7567 1.5817 1.5141
N 3.9356 2.1621 -1.2110

Its energy above the lowest of the compared OMol25 structures with the same formula, charge and spin is 82.0 kcal/mol. Its total charge is +2. The value obtained for the molar mass is 122.20 g/mol. The calculated total energy is -698.5837 Eh. As for the spin multiplicity: 1.

(5)
The following is a DFT calculation (the ωB97M-V functional and the def2-TZVPD basis) of 2 unconnected molecules or ions with the total composition C2H10N6.

Atoms and positions in Å:
C (-2.216124, 0.089998, 0.166984)
C (1.821490, -0.364657, -0.168554)
N (-3.126476, 0.188609, 1.084901)
N (-2.298575, -0.262476, -1.078015)
N (2.926349, 0.276346, -0.522743)
N (1.697412, -1.696931, -0.427430)
N (0.685725, 0.228878, 0.514710)
N (0.728349, 1.542490, 0.727003)
H (-4.135384, -0.012495, 1.090411)
H (-3.241551, -0.618257, -1.498209)
H (-1.549049, -0.025714, -1.750903)
H (3.727924, -0.331157, -0.850136)
H (3.248588, 1.203558, -0.451748)
H (2.505456, -2.204359, -0.765557)
H (0.739656, -2.029422, -0.333566)
H (-2.967628, 0.299831, 2.064233)
H (1.595760, 1.859440, 1.144533)
H (-0.141919, 1.856321, 1.054089)

Atoms 1-3, force components in eV/Å:
C -1.5572 -0.1124 -0.1779
C -1.0461 0.0880 1.0496
N -0.4799 -0.3527 0.4340

Its energy above the lowest of the compared OMol25 structures with the same formula, charge and spin is 42.4 kcal/mol. Its total charge is +2. The value obtained for the molar mass is 118.14 g/mol. The calculated total energy is -410.0108 Eh. As for the spin multiplicity: 1.

(6)
The following is a DFT calculation (the ωB97M-V functional and the def2-TZVPD basis) of 2 unconnected molecules or ions with the total composition C2H10N6S.

Atoms and positions in Å:
C (0.321728, 1.113413, -0.003146)
C (-2.221876, -0.393658, -0.033809)
N (-0.317929, 0.120554, 0.558442)
N (1.693946, 1.138210, -0.011331)
N (-0.294601, 2.126734, -0.603990)
N (-2.241825, -1.495973, -0.694342)
N (2.560568, 0.244093, 0.566271)
N (2.054551, -1.057034, 0.647990)
S (-3.347033, 0.591093, 0.671340)
H (2.145581, 2.019085, -0.241173)
H (-1.300175, 2.158335, -0.649849)
H (0.203175, 2.933570, -0.945993)
H (-3.111441, -1.984546, -0.918343)
H (-1.396692, -1.949378, -1.029458)
H (3.001352, 0.577390, 1.425583)
H (2.487834, -1.571652, 1.409435)
H (2.224885, -1.554006, -0.227577)
H (0.224113, -0.705666, 0.831073)
H (-4.462565, -0.079587, 0.294979)

Atoms 1-3, force components in eV/Å:
C 1.5660 1.0847 -0.7022
C 3.6293 0.1890 0.8019
N -4.5485 -1.4120 -0.2362

Its energy above the lowest of the compared OMol25 structures with the same formula, charge and spin is 53.7 kcal/mol. Its total charge is +2. The value obtained for the molar mass is 150.21 g/mol. The calculated total energy is -808.1637 Eh. As for the spin multiplicity: 1.

(7)
The following is a DFT calculation (the ωB97M-V functional and the def2-TZVPD basis) of a gas-phase ion, C2H10N8 (charge +2).

Atoms and positions in Å:
C (-1.575174, 0.552819, -0.388148)
C (2.845794, -1.355429, 0.174348)
N (-2.899290, -0.004053, 0.259632)
N (-3.759337, -0.674739, -0.115509)
N (2.876398, -0.358560, -0.604902)
N (-4.867731, -1.013162, -0.388475)
N (2.039775, 0.693496, -0.592925)
N (1.477507, 1.075262, 0.649768)
N (-0.761645, 0.956413, 0.611431)
N (0.396751, 0.216317, 0.843641)
H (-1.258909, -0.309962, -1.036677)
H (-1.942216, 1.376510, -0.984936)
H (2.094625, -1.356329, 0.909790)
H (3.445969, -2.212497, -0.117333)
H (3.157060, -0.552354, -1.562153)
H (-5.232520, -1.788435, -0.908704)
H (2.410855, 1.489741, -1.180009)
H (2.002768, 1.557324, 1.376802)
H (-1.007753, 1.761677, 1.210502)
H (0.557073, -0.054031, 1.843866)

Atoms 1-3, force components in eV/Å:
C -0.3839 -0.2552 -1.0698
C 0.4487 -0.7380 -0.5389
N -0.7946 -1.7329 0.5558

The structure (SMILES) is C=[NH+]NNNNCN=[N+]=N. Its energy above the lowest of the compared OMol25 structures with the same formula, charge and spin is 148.7 kcal/mol. Its total charge is +2. The value obtained for the molar mass is 146.16 g/mol. The calculated total energy is -519.3408 Eh. As for the spin multiplicity: 1.

(8)
The following is a DFT calculation (the ωB97M-V functional and the def2-TZVPD basis) of 2 unconnected molecules or ions with the total composition C2H10NO.

Atoms and positions in Å:
N (-1.796622, 0.759108, 0.718749)
H (-2.394265, 1.572372, 0.484214)
H (-1.635176, 0.130495, -0.081392)
H (-0.842221, 1.072770, 1.009178)
H (-2.237195, 0.247775, 1.475864)
C (1.421174, -0.003156, -0.395056)
O (0.821419, 0.452974, 0.862086)
C (0.540480, -1.121317, -0.916596)
H (1.381566, 0.852305, -1.094024)
H (2.357452, -0.417405, -0.056320)
H (1.522508, 0.978603, 1.269039)
H (0.858266, -1.651686, -1.827910)
H (0.501595, -1.957295, -0.210804)
H (-0.498983, -0.915537, -1.237030)

Atoms 1-3, force components in eV/Å:
N -0.2997 0.7883 -0.1748
H 0.3473 -0.6181 -0.0936
H -0.2524 0.2844 0.2145

Its energy above the lowest of the compared OMol25 structures with the same formula, charge and spin is 18.3 kcal/mol. Its total charge is +1. The value obtained for the molar mass is 64.11 g/mol. The calculated total energy is -211.9292 Eh. As for the spin multiplicity: 1.